# 1
Density functional theory data (ωB97M-V/def2-TZVPD) for a molecular structure, C47H45N5SSiTeY.

```
101
Properties=species:S:1:pos:R:3
Y -0.15 -1.20 0.02
C 3.09 -3.74 2.52
C 2.30 -2.89 1.58
N 1.01 -2.76 1.62
N 0.39 -3.48 2.60
C -0.88 -3.21 2.75
N -1.52 -3.96 3.69
S -1.85 -2.02 1.95
C 3.02 -2.14 0.53
C 4.41 -2.18 0.46
C 5.07 -1.52 -0.56
C 4.32 -0.83 -1.50
C 2.94 -0.80 -1.34
N 2.30 -1.42 -0.35
H 2.42 -4.35 3.11
H 3.67 -3.09 3.19
H 3.79 -4.38 1.97
H -0.94 -4.50 4.32
H -2.42 -3.64 4.01
H 4.97 -2.73 1.20
H 6.15 -1.55 -0.63
H 4.77 -0.30 -2.32
H 2.33 -0.24 -2.03
C -3.99 -0.13 -5.82
C -3.12 -1.02 -4.96
C -3.60 -1.56 -3.78
C -2.80 -2.34 -2.95
C -3.41 -2.89 -1.69
C -1.47 -2.59 -3.31
Te -0.15 -3.61 -1.97
C -0.98 -2.08 -4.53
C 0.44 -2.32 -4.97
C -1.81 -1.31 -5.33
H -4.95 0.05 -5.34
H -4.18 -0.58 -6.80
H -3.51 0.84 -5.99
H -4.61 -1.34 -3.47
H -4.48 -2.70 -1.67
H -2.97 -2.44 -0.80
H -3.23 -3.97 -1.61
H 1.15 -1.88 -4.27
H 0.60 -1.89 -5.96
H 0.67 -3.38 -5.00
H -1.42 -0.91 -6.26
C 3.82 -1.07 5.12
C 4.38 -0.25 4.16
C 3.58 0.36 3.20
C 2.20 0.17 3.16
C 1.66 -0.69 4.14
C 2.44 -1.29 5.10
Si 1.00 0.90 1.86
C 1.93 2.43 1.19
C 1.52 3.74 1.45
C 2.17 4.84 0.89
C 3.26 4.66 0.06
C 3.70 3.37 -0.21
C 3.04 2.28 0.35
C -0.36 1.69 2.95
C -1.66 1.80 2.46
C -2.67 2.41 3.19
C -2.39 2.93 4.45
C -1.11 2.83 4.97
C -0.10 2.22 4.22
H 4.44 -1.54 5.87
H 5.45 -0.07 4.16
H 4.04 1.02 2.47
H 0.59 -0.88 4.13
H 1.99 -1.94 5.84
H 0.66 3.91 2.09
H 1.82 5.84 1.11
H 3.77 5.51 -0.37
H 4.56 3.21 -0.86
H 3.40 1.28 0.12
H -1.89 1.38 1.49
H -3.67 2.47 2.78
H -3.18 3.40 5.03
H -0.88 3.23 5.95
H 0.90 2.15 4.64
C 1.06 2.69 -2.90
C 0.27 3.24 -1.89
C -0.65 2.46 -1.22
C -0.81 1.10 -1.54
C -0.01 0.56 -2.55
C 0.91 1.36 -3.23
N -1.69 0.26 -0.82
C -3.03 0.59 -0.90
C -3.56 1.36 -1.95
C -4.92 1.63 -2.03
C -5.80 1.14 -1.08
C -5.29 0.38 -0.03
C -3.94 0.12 0.06
H 1.79 3.31 -3.42
H 0.41 4.27 -1.60
H -1.25 2.88 -0.42
H -0.18 -0.47 -2.86
H 1.50 0.93 -4.03
H -2.90 1.73 -2.72
H -5.29 2.22 -2.86
H -6.87 1.35 -1.14
H -5.96 -0.01 0.73
H -3.57 -0.47 0.90
```

Output
**Charge**: -1
**ΔE to the lowest compared entry with this formula, charge and spin**: 0.000 eV
**HOMO-LUMO gap**: 6.172 eV
**M**: 956.57 u
**DFT total energy**: -83976.0534 eV


# 2
Density functional theory data (ωB97M-V/def2-TZVPD) for a molecular structure, C47H46N3O3PRb.

```
101
Properties=species:S:1:pos:R:3
Rb 0.27 0.19 -0.10
C -1.17 2.83 -2.15
O -0.81 2.86 -0.79
C -1.74 3.52 0.02
C -1.18 3.51 1.43
O -1.11 2.21 1.98
C -2.28 1.73 2.62
C -2.87 0.52 1.92
O -1.91 -0.51 1.94
C -2.47 -1.80 1.88
H -1.25 3.85 -2.56
H -2.12 2.31 -2.31
H -0.38 2.30 -2.68
H -2.72 3.03 -0.02
H -1.87 4.56 -0.30
H -1.78 4.17 2.07
H -0.16 3.89 1.40
H -3.05 2.52 2.66
H -2.01 1.45 3.64
H -3.16 0.75 0.89
H -3.77 0.22 2.48
H -3.09 -2.00 2.76
H -1.63 -2.50 1.87
H -3.07 -1.93 0.97
C 5.28 -3.46 -0.79
C 4.59 -4.65 -0.62
C 3.22 -4.64 -0.38
C 2.53 -3.44 -0.31
C 3.23 -2.24 -0.46
C 4.60 -2.25 -0.70
P 0.72 -3.36 0.02
C 0.12 -4.74 -1.07
C -1.11 -5.33 -0.77
C -1.71 -6.25 -1.63
C -1.10 -6.57 -2.84
C 0.10 -5.95 -3.18
C 0.70 -5.05 -2.30
C 0.62 -4.15 1.67
C 0.40 -5.46 1.99
C 0.38 -5.85 3.35
C 0.58 -4.93 4.35
C 0.83 -3.57 4.04
C 1.07 -2.58 5.02
C 1.33 -1.29 4.62
C 1.37 -0.94 3.24
C 1.14 -1.85 2.22
C 0.87 -3.17 2.68
H 6.34 -3.47 -0.98
H 5.12 -5.60 -0.68
H 2.69 -5.58 -0.24
H 2.72 -1.31 -0.29
H 5.12 -1.31 -0.80
H -1.61 -5.08 0.16
H -2.65 -6.71 -1.36
H -1.55 -7.28 -3.51
H 0.58 -6.18 -4.12
H 1.64 -4.59 -2.58
H 0.25 -6.21 1.23
H 0.21 -6.89 3.60
H 0.57 -5.24 5.39
H 1.05 -2.84 6.07
H 1.51 -0.53 5.37
H 1.57 0.11 3.02
C 5.16 1.81 0.55
C 5.86 1.49 -0.61
C 5.14 1.20 -1.76
C 3.73 1.23 -1.74
C 2.97 1.55 -0.59
C 3.77 1.83 0.54
C 3.03 0.95 -3.02
C 3.65 1.33 -4.25
C 3.05 1.10 -5.44
C 1.77 0.49 -5.46
C 1.05 0.24 -6.64
C -0.20 -0.32 -6.59
C -0.78 -0.64 -5.34
C -0.09 -0.41 -4.18
C 1.21 0.16 -4.20
N 1.84 0.37 -3.02
H 5.71 2.04 1.46
H 6.94 1.44 -0.62
H 5.68 0.91 -2.66
H 3.29 2.08 1.48
H 4.61 1.84 -4.21
H 3.51 1.40 -6.38
H 1.50 0.50 -7.59
H -0.76 -0.50 -7.50
H -1.78 -1.05 -5.30
H -0.52 -0.64 -3.22
C -2.55 -3.40 -3.45
N -2.85 -2.12 -2.83
C -3.76 -1.19 -3.26
C -3.67 -0.15 -2.38
N -2.73 -0.42 -1.42
C -2.27 -1.62 -1.72
H -2.46 -3.27 -4.53
H -3.33 -4.13 -3.23
H -1.61 -3.77 -3.06
H -4.36 -1.34 -4.14
H -4.22 0.78 -2.39
H -1.50 -2.16 -1.18
```

Output
**Charge**: -1
**ΔE to the lowest compared entry with this formula, charge and spin**: 0.039 eV
**HOMO-LUMO gap**: 5.358 eV
**M**: 817.35 u
**DFT total energy**: -70041.1121 eV


# 3
Density functional theory data (ωB97M-V/def2-TZVPD) for a molecular structure, C47H47CaN7OP2S5.

```
110
Properties=species:S:1:pos:R:3
Ca -0.01 -0.39 0.70
C 2.24 -4.10 -0.62
C 2.00 -2.73 -0.08
N 1.20 -2.48 0.88
N 0.54 -3.46 1.52
C -0.32 -3.11 2.54
N -1.10 -4.13 2.93
S -0.40 -1.60 3.26
C 2.73 -1.53 -0.59
C 3.78 -1.64 -1.50
C 4.46 -0.51 -1.90
C 4.09 0.72 -1.38
C 3.03 0.75 -0.49
N 2.37 -0.33 -0.10
H 1.29 -4.62 -0.74
H 2.87 -4.67 0.06
H 2.70 -4.08 -1.61
H 0.30 -4.31 1.01
H -1.35 -4.79 2.19
H -1.88 -3.84 3.50
H 4.06 -2.61 -1.90
H 5.28 -0.59 -2.61
H 4.60 1.63 -1.66
H 2.69 1.69 -0.07
C -2.03 2.85 1.39
C -1.76 2.37 2.81
P -0.14 2.92 3.53
C -0.62 4.39 4.50
C 0.18 4.78 5.58
C -0.11 5.92 6.30
C -1.19 6.72 5.95
C -1.98 6.36 4.87
C -1.69 5.21 4.15
C 0.11 1.70 4.86
C 1.28 0.94 4.86
C 1.50 -0.01 5.85
C 0.56 -0.22 6.84
C -0.62 0.53 6.85
C -0.84 1.48 5.87
P -0.60 2.60 0.24
C -1.33 2.52 -1.43
C -0.49 2.80 -2.51
C -0.93 2.64 -3.81
C -2.21 2.18 -4.06
C -3.06 1.91 -3.00
C -2.63 2.08 -1.69
C 0.18 4.25 0.24
C -0.52 5.36 -0.22
C 0.06 6.62 -0.21
C 1.37 6.78 0.24
C 2.08 5.68 0.68
C 1.49 4.42 0.68
H -2.27 3.92 1.38
H -2.88 2.30 0.99
H -1.76 1.27 2.83
H -2.59 2.67 3.46
H 1.02 4.16 5.87
H 0.52 6.19 7.15
H -1.41 7.61 6.52
H -2.82 6.97 4.59
H -2.32 4.95 3.31
H 2.02 1.11 4.09
H 2.41 -0.59 5.84
H 0.72 -0.96 7.60
H -1.36 0.37 7.62
H -1.75 2.07 5.88
H 0.52 3.15 -2.32
H -0.26 2.86 -4.63
H -2.56 2.04 -5.08
H -4.06 1.54 -3.18
H -3.30 1.81 -0.88
H -1.54 5.24 -0.59
H -0.50 7.48 -0.57
H 1.82 7.76 0.24
H 3.09 5.79 1.05
H 2.03 3.57 1.07
S -2.75 -0.53 0.57
S -3.55 -2.06 1.69
S -3.64 -3.79 0.51
S -1.82 -4.30 -0.30
C 2.72 -6.90 -3.13
C 1.54 -6.20 -3.75
C 1.59 -5.73 -5.06
C 0.50 -5.08 -5.62
C -0.66 -4.90 -4.89
N -1.78 -4.28 -5.53
C -2.83 -3.66 -4.89
O -3.97 -3.74 -5.29
N -2.50 -2.93 -3.75
C -1.40 -2.12 -3.52
C -0.41 -1.82 -4.44
C 0.60 -0.94 -4.07
C 0.60 -0.40 -2.80
N -0.33 -0.71 -1.89
C -1.31 -1.54 -2.25
C -0.73 -5.36 -3.59
C 0.37 -6.00 -3.03
H 3.38 -7.32 -3.89
H 2.40 -7.72 -2.48
H 3.32 -6.22 -2.52
H 2.49 -5.88 -5.65
H 0.56 -4.71 -6.64
H -2.06 -4.68 -6.41
H -3.27 -2.84 -3.10
H -0.43 -2.24 -5.44
H 1.37 -0.66 -4.77
H 1.36 0.31 -2.50
H -2.06 -1.75 -1.50
H -1.63 -5.24 -2.99
H 0.28 -6.38 -2.02
```

Output
**ΔE to the lowest compared entry with this formula, charge and spin**: 0.081 eV
**HOMO-LUMO gap**: 5.018 eV
**M**: 988.30 u
**DFT total energy**: -153178.2245 eV


# 4
Density functional theory data (ωB97M-V/def2-TZVPD) for 13 unconnected molecules or ions with the total composition C47H48F12N2O38S in a non-equilibrium geometry.

```
148
Properties=species:S:1:pos:R:3
O 1.51 -1.40 -4.84
S 0.71 -0.34 -3.98
O 1.83 0.44 -3.19
C -0.30 0.76 -5.11
N -1.81 0.68 -4.89
C -2.54 -0.52 -4.32
C -4.19 -0.54 -4.16
C -5.06 0.76 -4.65
C -6.71 0.70 -4.53
C -7.54 1.33 -5.84
C -9.19 1.25 -5.79
N -9.90 0.62 -4.58
C -9.20 0.07 -3.36
C -7.55 0.08 -3.27
C -4.24 2.05 -5.23
C -2.60 1.93 -5.32
H -0.03 -1.03 -3.01
H 0.10 1.89 -5.12
H -0.11 0.36 -6.21
H -1.97 -1.47 -3.97
H -4.72 -1.50 -3.73
H -6.94 1.80 -6.74
H -9.89 1.63 -6.65
H -10.96 0.57 -4.58
H -9.77 -0.42 -2.43
H -6.94 -0.35 -2.34
H -4.77 3.05 -5.59
H -2.04 2.88 -5.77
C -2.52 -0.74 -0.41
C -3.06 -0.70 0.98
O -4.42 -0.39 0.79
C -4.74 -0.91 -0.44
O -5.88 -1.09 -0.83
O -3.62 -1.21 -1.16
F -2.49 0.30 1.69
H -2.23 0.25 -0.78
H -1.66 -1.42 -0.50
H -2.97 -1.65 1.52
C -1.38 2.02 3.98
C -0.67 0.98 4.78
O 0.51 1.63 5.20
C 0.17 2.95 5.28
O 0.84 3.79 5.86
O -1.00 3.22 4.63
F -0.32 -0.07 4.01
H -1.04 2.05 2.94
H -2.46 1.89 3.99
H -1.23 0.64 5.66
C 0.82 -1.00 8.14
C 0.74 -2.47 8.33
O -0.62 -2.76 8.12
C -1.06 -1.80 7.25
O -2.10 -1.87 6.62
O -0.17 -0.76 7.17
F 1.06 -2.82 9.60
H 0.58 -0.44 9.05
H 1.80 -0.68 7.79
H 1.35 -3.05 7.63
C 3.88 -5.86 9.75
C 5.28 -5.37 9.69
O 5.32 -4.61 8.50
C 4.05 -4.14 8.34
O 3.74 -3.23 7.58
O 3.16 -4.81 9.13
F 6.15 -6.40 9.57
H 3.73 -6.78 9.17
H 3.53 -6.03 10.77
H 5.57 -4.74 10.54
C -0.12 -4.34 -2.88
C -0.66 -4.30 -1.50
O -2.02 -3.99 -1.69
C -2.34 -4.50 -2.91
O -3.48 -4.68 -3.30
O -1.22 -4.81 -3.63
F -0.09 -3.30 -0.78
H 0.17 -3.35 -3.25
H 0.74 -5.01 -2.97
H -0.57 -5.24 -0.95
C 4.22 1.80 5.34
C 5.23 0.76 5.00
O 5.73 0.35 6.25
C 4.69 0.54 7.12
O 4.64 0.06 8.24
O 3.72 1.35 6.58
F 6.25 1.30 4.29
H 4.67 2.80 5.48
H 3.42 1.87 4.60
H 4.82 -0.10 4.46
C -8.72 -3.67 -5.99
C -7.32 -3.17 -6.05
O -7.28 -2.42 -7.24
C -8.55 -1.95 -7.40
O -8.86 -1.04 -8.15
O -9.44 -2.62 -6.61
F -6.45 -4.20 -6.17
H -8.87 -4.59 -6.57
H -9.07 -3.83 -4.97
H -7.03 -2.54 -5.20
C 7.02 -2.46 4.15
C 7.96 -2.79 3.04
O 7.56 -4.09 2.65
C 6.23 -4.15 2.93
O 5.48 -5.00 2.48
O 5.84 -3.14 3.76
F 9.23 -2.85 3.49
H 7.36 -2.85 5.12
H 6.84 -1.39 4.24
H 7.90 -2.11 2.18
C -1.41 5.21 -7.82
C -1.93 6.57 -8.17
O -3.28 6.51 -7.78
C -3.32 5.62 -6.75
O -4.26 5.51 -5.97
O -2.18 4.88 -6.68
F -1.87 6.77 -9.50
H -1.59 4.47 -8.61
H -0.34 5.22 -7.58
H -1.43 7.39 -7.64
C 4.93 -0.88 -3.20
C 5.39 -1.18 -1.81
O 6.73 -0.75 -1.81
C 6.78 0.26 -2.72
O 7.69 1.07 -2.80
O 5.67 0.28 -3.53
F 5.37 -2.51 -1.57
H 5.17 -1.68 -3.90
H 3.85 -0.68 -3.25
H 4.83 -0.65 -1.03
C -5.53 4.46 2.80
C -4.27 3.81 3.27
O -3.31 4.28 2.35
C -3.75 5.50 1.96
O -3.07 6.33 1.39
O -5.07 5.69 2.28
F -4.35 2.46 3.15
H -6.03 3.89 2.01
H -6.24 4.62 3.62
H -3.98 4.08 4.29
C 9.45 3.48 -2.36
C 10.93 3.64 -2.27
O 11.08 4.87 -1.59
C 9.98 4.98 -0.80
O 9.88 5.76 0.13
O 9.00 4.10 -1.17
F 11.48 3.76 -3.50
H 9.02 3.99 -3.22
H 9.15 2.43 -2.39
H 11.44 2.85 -1.71
```

Output
**Charge**: +2
**HOMO-LUMO gap**: 4.277 eV
**M**: 1508.92 u
**DFT total energy**: -173715.2152 eV


The highest HOMO-LUMO gap belongs to which entry? C47H45N5SSiTeY


What is the DFT total energy in the fourth record? -173715.2152 eV


M of number 3 (C47H47CaN7OP2S5)? 988.30 u